No. 1
The following is a quantum chemistry calculation of a 8-piece molecular cluster, C53H83Cl2F4N3O23P2S overall in a non-equilibrium geometry, from the OMol25 dataset.

The geometry in XYZ format:
```
171
Properties=species:S:1:pos:R:3:lowdin_charge:R:1
C 1.512 1.356 4.625 -0.154
C 1.718 2.466 3.394 -0.233
C 0.544 2.207 2.221 -0.216
C 1.293 2.420 0.813 -0.224
C 0.602 2.318 -0.600 -0.125
C -0.706 1.474 -0.979 -0.307
C -1.209 2.181 -2.414 -0.127
C -2.024 3.539 -2.427 -0.165
C -1.144 4.941 -2.683 -0.211
O -0.265 4.842 -3.882 -0.146
O -0.741 0.097 -1.211 -0.213
C 0.261 -0.773 -1.733 -0.588
P 1.421 -0.996 -0.167 0.434
S 3.287 -0.564 -0.497 0.145
P 1.199 -0.163 -3.237 0.973
C 2.690 -1.052 -3.874 -0.467
C 3.642 0.048 -4.704 -0.164
C 0.229 0.360 -4.766 -0.408
C 0.620 -0.346 -6.184 -0.175
C -0.655 -2.174 -1.986 -0.304
C 0.230 -3.562 -2.067 -0.478
Cl 2.068 -3.795 -2.046 0.574
C -0.458 -4.912 -2.235 -0.541
C -2.063 -5.155 -2.401 -0.123
Cl 0.541 -6.522 -2.323 0.479
C -1.604 -2.352 -0.671 -0.048
C -3.118 -1.784 -0.375 -0.003
C -4.024 -2.017 0.957 -0.082
N -3.526 -2.864 2.083 -0.028
C -2.164 -3.451 1.874 -0.091
C -1.122 -3.293 0.635 0.007
N -1.230 -2.035 -3.321 -0.143
F -0.587 -2.640 -4.343 -0.016
C -2.654 -2.044 -3.606 -0.241
N -2.899 -2.294 -5.110 0.005
C -2.015 1.698 0.056 -0.112
F -2.058 3.020 0.694 0.037
F -1.996 0.693 1.187 -0.017
F -3.322 1.367 -0.629 -0.034
H 1.775 0.261 4.257 0.080
H 0.432 1.374 5.083 0.072
H 2.268 1.591 5.500 0.071
H 1.670 3.552 3.833 0.100
H 2.750 2.210 2.904 0.104
H 0.149 1.133 2.469 0.085
H -0.281 3.022 2.505 0.114
H 1.799 3.504 0.893 0.123
H 2.249 1.702 0.844 0.069
H 0.369 3.445 -0.936 0.111
H 1.454 2.000 -1.380 0.121
H -0.175 2.401 -2.974 0.112
H -1.836 1.346 -2.993 0.116
H -2.782 3.793 -1.582 0.112
H -2.708 3.504 -3.413 0.127
H -1.923 5.797 -2.938 0.127
H -0.539 5.258 -1.733 0.102
H 0.691 5.054 -3.593 0.119
H 1.457 -2.392 0.287 -0.039
H 0.863 -0.303 1.004 0.013
H 2.408 -1.871 -4.696 0.076
H 3.427 -1.585 -3.148 0.024
H 3.040 1.061 -4.887 0.074
H 4.648 0.281 -4.149 0.072
H 3.883 -0.380 -5.777 0.083
H -0.952 0.233 -4.642 0.077
H 0.384 1.534 -4.913 0.091
H -0.292 -0.199 -6.931 0.088
H 0.825 -1.496 -6.144 0.068
H 1.523 0.238 -6.655 0.074
H -2.328 -6.321 -2.407 0.090
H -2.347 -4.801 -3.505 0.086
H -2.746 -4.699 -1.572 0.082
H -3.614 -1.096 -1.214 0.073
H -5.097 -1.549 1.024 0.108
H -1.792 -4.157 2.765 0.098
H -0.091 -3.864 0.674 0.093
H -3.359 -2.772 -3.012 0.112
H -3.104 -0.953 -3.419 0.124
H -3.744 -1.702 -5.370 0.079
H -3.100 -3.307 -5.263 0.068
C -3.193 -7.684 4.637 -0.019
C -2.047 -7.089 5.431 -0.350
C -2.440 -6.652 6.810 -0.113
O -1.519 -5.610 7.077 0.064
C -1.171 -5.083 5.865 -0.501
O -0.559 -4.039 5.718 0.118
O -1.603 -5.878 4.841 0.072
H -2.850 -7.979 3.639 0.090
H -3.610 -8.562 5.138 0.092
H -3.991 -6.949 4.487 0.095
H -1.200 -7.786 5.455 0.164
H -2.339 -7.455 7.545 0.145
H -3.455 -6.242 6.866 0.143
C -1.633 6.759 2.818 -0.025
C -0.211 6.458 2.390 -0.338
C 0.457 7.604 1.692 -0.109
O 1.393 6.952 0.855 0.076
C 0.877 5.714 0.589 -0.488
O 1.307 4.956 -0.263 0.057
O -0.189 5.442 1.400 0.077
H -2.073 5.887 3.315 0.076
H -1.670 7.609 3.505 0.094
H -2.268 6.975 1.952 0.100
H 0.378 6.110 3.248 0.161
H 0.965 8.276 2.390 0.145
H -0.223 8.190 1.064 0.144
C 8.422 -0.282 -3.493 -0.017
C 8.506 0.005 -4.979 -0.343
C 8.856 1.427 -5.293 -0.113
O 8.254 1.621 -6.561 0.064
C 7.193 0.760 -6.618 -0.507
O 6.324 0.795 -7.472 0.129
O 7.234 -0.140 -5.590 0.074
H 8.157 -1.331 -3.323 0.095
H 9.373 -0.075 -2.994 0.074
H 7.635 0.318 -3.021 0.102
H 9.197 -0.697 -5.462 0.159
H 9.936 1.586 -5.351 0.143
H 8.426 2.150 -4.591 0.145
C -5.369 2.537 4.868 -0.017
C -5.319 3.958 5.391 -0.346
C -6.510 4.780 5.000 -0.114
O -5.986 6.095 4.985 0.068
C -4.653 5.976 4.707 -0.488
O -3.924 6.906 4.411 0.114
O -4.246 4.673 4.799 0.089
H -4.474 1.987 5.177 0.078
H -6.252 2.008 5.239 0.097
H -5.381 2.521 3.772 0.092
H -5.169 3.958 6.478 0.153
H -7.326 4.699 5.724 0.144
H -6.894 4.547 4.001 0.141
C -1.723 -1.880 7.033 -0.019
C -2.816 -1.156 7.794 -0.343
C -4.184 -1.372 7.223 -0.114
O -4.866 -0.190 7.599 0.059
C -3.915 0.785 7.712 -0.507
O -4.156 1.975 7.818 0.123
O -2.657 0.249 7.685 0.091
H -0.748 -1.681 7.490 0.100
H -1.893 -2.960 7.025 0.063
H -1.661 -1.522 5.999 0.100
H -2.777 -1.421 8.858 0.162
H -4.677 -2.252 7.644 0.142
H -4.196 -1.446 6.130 0.144
C -5.486 1.111 -2.311 -0.025
C -6.252 0.126 -3.170 -0.351
C -6.646 0.680 -4.506 -0.115
O -7.815 -0.057 -4.814 0.065
C -8.371 -0.416 -3.618 -0.504
O -9.490 -0.880 -3.490 0.137
O -7.507 -0.181 -2.584 0.089
H -5.231 0.655 -1.348 0.065
H -4.563 1.432 -2.802 0.078
H -6.094 1.994 -2.086 0.103
H -5.687 -0.809 -3.273 0.147
H -5.876 0.520 -5.266 0.139
H -6.904 1.745 -4.479 0.145
C 11.913 -5.026 -2.547 -0.021
C 11.023 -3.816 -2.754 -0.351
C 11.758 -2.616 -3.269 -0.109
O 10.982 -1.542 -2.772 0.023
C 10.378 -1.997 -1.633 -0.517
O 9.802 -1.287 -0.827 0.142
O 10.511 -3.353 -1.515 0.093
H 11.326 -5.868 -2.164 0.089
H 12.394 -5.329 -3.481 0.092
H 12.687 -4.821 -1.799 0.094
H 10.173 -4.076 -3.397 0.163
H 11.797 -2.591 -4.362 0.144
H 12.775 -2.523 -2.874 0.144
```

Values from the calculation:
* SMILES: CCCCC[C@@](CCCO)(O[C@]([PH2]=S)(P(CC)CC)[C@@](/C(Cl)=C(\C)Cl)(c1ccncc1)N(F)CN)C(F)(F)F.C[C@@H]1COC(=O)O1.C[C@@H]1COC(=O)O1.C[C@@H]1COC(=O)O1.C[C@@H]1COC(=O)O1.C[C@@H]1COC(=O)O1.C[C@@H]1COC(=O)O1.C[C@@H]1COC(=O)O1
* HOMO-LUMO gap: 6.655 eV
* F_max: 0.1213 Eh/bohr
* HOMO: -7.180 eV
* molar mass: 1371.2 g/mol



No. 2
The following is a quantum chemistry calculation of C53H83F2N12O7S2Sr as an isolated structure in a non-equilibrium geometry, from the OMol25 dataset.

The geometry in XYZ format:
```
160
Properties=species:S:1:pos:R:3:lowdin_charge:R:1
Sr 0.612 0.334 2.532 1.485
C 5.227 0.156 4.335 -0.025
C 3.903 -0.591 4.133 -0.468
C 4.025 -1.948 4.917 -0.131
C 3.779 -1.819 6.442 -0.172
C 2.509 -1.056 6.695 -0.176
C 2.459 0.331 6.084 -0.510
N 2.766 0.251 4.650 -0.232
O 2.514 1.432 3.924 -0.396
C 3.422 1.190 6.964 -0.008
C 0.995 0.830 6.218 -0.041
C 3.761 -0.945 2.621 -0.056
H 5.900 -0.314 3.606 0.041
H 5.700 0.006 5.302 0.087
H 5.214 1.196 4.008 0.088
H 5.034 -2.341 4.757 0.109
H 3.403 -2.724 4.461 0.105
H 4.682 -1.381 6.866 0.107
H 3.613 -2.806 6.874 0.120
H 2.538 -0.998 7.787 0.132
H 1.673 -1.726 6.477 0.122
H 3.575 2.138 6.443 0.085
H 4.403 0.770 7.173 0.072
H 2.927 1.421 7.907 0.092
H 0.268 0.312 5.577 0.044
H 0.924 1.884 5.956 0.081
H 0.653 0.503 7.200 0.092
H 4.012 -0.080 2.001 0.066
H 2.801 -1.270 2.216 0.038
H 4.545 -1.693 2.486 0.063
O 1.876 0.868 0.349 -0.449
C 1.452 -0.080 -0.615 -0.414
C -0.043 -0.595 -0.638 -0.397
O -0.606 -0.899 0.620 -0.489
H 2.196 -0.897 -0.547 0.065
H 1.618 0.248 -1.657 0.073
H -0.260 -1.405 -1.353 0.058
H -0.542 0.288 -1.064 0.065
C -3.500 -1.068 -2.770 -0.025
C -4.317 -0.690 -1.567 -0.156
N -4.688 -1.771 -0.655 -0.012
C -3.775 -2.472 0.048 -0.032
C -4.439 -3.380 0.797 -0.019
N -5.798 -3.140 0.629 -0.078
C -5.930 -2.118 -0.235 0.006
C -6.849 -3.826 1.383 0.033
H -3.459 -0.192 -3.417 0.076
H -3.892 -1.882 -3.382 0.078
H -2.484 -1.319 -2.461 0.068
H -5.256 -0.255 -1.916 0.128
H -3.827 0.110 -1.010 0.096
H -2.724 -2.278 -0.123 0.128
H -4.238 -4.267 1.377 0.142
H -6.835 -1.580 -0.470 0.175
H -7.806 -3.310 1.449 0.116
H -6.561 -4.016 2.416 0.115
H -7.051 -4.789 0.914 0.098
C -0.482 3.495 -0.538 -0.078
C 0.906 4.054 -0.593 -0.158
N 1.323 4.321 -1.947 -0.039
C 1.817 5.506 -2.452 -0.006
C 2.113 5.300 -3.774 0.021
N 1.765 3.990 -4.034 -0.086
C 1.391 3.376 -2.898 0.000
C 2.016 3.356 -5.303 0.018
H -0.930 3.415 0.448 0.116
H -0.507 2.504 -1.001 0.045
H -1.081 4.040 -1.273 0.016
H 1.646 3.373 -0.159 0.101
H 0.966 4.951 0.026 0.141
H 2.055 6.359 -1.839 0.141
H 2.491 5.976 -4.523 0.149
H 1.153 2.328 -2.811 0.160
H 1.237 3.631 -6.013 0.115
H 2.047 2.275 -5.185 0.103
H 2.972 3.685 -5.708 0.110
C -6.775 2.754 -2.501 -0.030
C -5.500 3.373 -1.884 -0.179
N -4.865 2.493 -0.894 0.033
C -3.503 2.417 -0.730 -0.197
C -3.242 1.596 0.340 0.022
N -4.478 1.199 0.834 -0.097
C -5.437 1.731 0.060 -0.004
C -4.658 0.252 1.906 0.015
H -7.612 2.792 -1.803 0.080
H -6.565 1.735 -2.827 0.066
H -7.098 3.326 -3.370 0.098
H -5.733 4.328 -1.408 0.149
H -4.847 3.743 -2.676 0.071
H -2.903 3.058 -1.359 -0.020
H -2.338 1.308 0.859 0.133
H -6.457 1.392 -0.025 0.163
H -5.565 -0.313 1.691 0.088
H -4.841 0.748 2.860 0.117
H -3.773 -0.370 2.019 0.097
C -7.496 -5.712 -4.572 0.068
N -6.213 -5.415 -3.865 -0.069
C -6.202 -5.526 -2.519 0.034
C -4.992 -5.331 -1.889 0.033
C -3.793 -4.985 -2.537 -0.109
C -3.905 -4.872 -3.930 0.068
C -5.133 -5.041 -4.550 0.037
C -2.529 -4.788 -1.816 -0.137
C -2.296 -5.358 -0.562 0.032
C -1.060 -5.233 0.046 0.049
N -0.128 -4.403 -0.493 -0.048
C -0.267 -3.890 -1.728 0.021
C -1.468 -4.087 -2.371 0.033
C 1.089 -4.105 0.297 0.046
H -7.699 -5.010 -5.379 0.119
H -8.314 -5.666 -3.860 0.110
H -7.366 -6.694 -5.024 0.128
H -7.064 -5.928 -2.008 0.157
H -4.953 -5.523 -0.826 0.107
H -3.050 -4.555 -4.511 0.134
H -5.342 -4.948 -5.607 0.165
H -3.070 -5.905 -0.044 0.126
H -0.851 -5.732 0.982 0.162
H 0.547 -3.263 -2.061 0.147
H -1.515 -3.619 -3.345 0.132
H 1.839 -3.576 -0.285 0.099
H 1.404 -5.084 0.654 0.116
H 0.882 -3.401 1.100 0.100
C 5.532 6.442 -0.928 0.057
N 5.768 4.992 -0.738 -0.068
C 4.707 4.131 -0.681 0.007
C 4.889 2.803 -0.495 0.062
C 6.208 2.284 -0.258 -0.086
C 7.241 3.190 -0.281 0.059
C 6.989 4.542 -0.518 0.031
C 6.329 0.805 0.003 -0.108
C 7.160 0.450 1.066 0.052
C 7.265 -0.858 1.440 0.001
N 6.719 -1.820 0.687 -0.074
C 5.903 -1.499 -0.313 -0.002
C 5.646 -0.187 -0.701 0.070
C 6.936 -3.259 1.024 0.065
H 6.433 6.962 -1.246 0.117
H 5.179 6.833 0.024 0.125
H 4.842 6.528 -1.766 0.097
H 3.721 4.563 -0.602 0.125
H 3.986 2.211 -0.368 0.112
H 8.282 2.945 -0.118 0.145
H 7.761 5.276 -0.325 0.166
H 7.771 1.193 1.559 0.146
H 7.892 -1.206 2.249 0.160
H 5.534 -2.349 -0.870 0.150
H 4.882 0.121 -1.399 0.132
H 7.553 -3.598 0.191 0.121
H 6.035 -3.851 0.867 0.104
H 7.354 -3.340 2.021 0.114
N -1.695 3.951 -3.240 -0.188
S -2.630 4.914 -2.413 0.535
O -2.799 4.695 -0.982 -0.268
O -3.814 5.399 -3.062 -0.205
F -1.587 6.133 -2.375 -0.147
S -2.413 2.538 -2.709 0.623
O -3.825 2.311 -2.920 -0.269
O -1.841 1.972 -1.515 -0.406
F -1.775 1.588 -3.831 -0.154
```

Values from the calculation:
* HOMO-LUMO gap: 1.614 eV
* F_max: 0.1758 Eh/bohr
* HOMO: -14.117 eV
* molar mass: 1190.1 g/mol
* total charge: +5